This record from OMol25 describes an isolated molecule of C5H8BrF at a distorted geometry. The level of theory is ωB97M-V/def2-TZVPD.

Structure (XYZ):
```
15
C5H8BrF | OMol25 | ωB97M-V/def2-TZVPD
C 0.736 1.071 -0.762
C 0.073 0.114 0.027
C 2.539 1.075 -0.674
C -0.066 -1.272 -0.480
C -0.369 0.546 1.371
F 2.753 1.430 0.621
Br 3.263 -0.700 -1.004
H 0.779 0.910 -1.887
H 0.381 1.901 -0.328
H 0.245 -1.044 -1.484
H -1.024 -1.746 -0.308
H 0.672 -1.944 -0.046
H -1.396 0.802 1.491
H 0.089 1.487 1.648
H -0.232 -0.115 2.230
```

Summary:
spin multiplicity = 1
energy = -2869.0238 a.u.
ΔE to the lowest compared entry with this formula, charge and spin = 3.200 eV
charge = 0
E_LUMO (spin up / spin down) = -0.31 / -0.74 eV

=====

This record from OMol25 describes an isolated molecule of C5H8BrN at a distorted geometry. The level of theory is ωB97M-V/def2-TZVPD.

Structure (XYZ):
```
15
C5H8BrN | OMol25 | ωB97M-V/def2-TZVPD
C 1.217 0.813 -0.604
C 0.078 0.956 -1.268
C 1.283 0.559 0.841
C -1.455 0.024 0.136
C -1.135 -1.414 0.038
N -1.090 0.931 -0.611
Br 2.108 -1.133 1.326
H 2.100 0.994 -1.247
H 0.006 1.262 -2.297
H 0.178 0.670 1.194
H 1.913 1.175 1.341
H -2.085 0.403 0.836
H -0.350 -1.609 -0.631
H -2.087 -1.814 -0.108
H -0.682 -1.817 1.055
```

Summary:
spin multiplicity = 1
energy = -2823.9992 a.u.
ΔE to the lowest compared entry with this formula, charge and spin = 1.366 eV
charge = 0
E_LUMO = 0.77 eV
structure (SMILES) = C/C=N\C=C/CBr

=====

This record from OMol25 describes a structure of composition C5H8BrN at a distorted geometry. The level of theory is ωB97M-V/def2-TZVPD.

Structure (XYZ):
```
15
C5H8BrN | OMol25 | ωB97M-V/def2-TZVPD
C -0.459 0.635 0.619
C -0.272 1.347 -0.696
C -1.199 -0.674 0.803
C 0.212 -0.667 0.980
C 1.154 -1.117 -0.061
N -0.195 0.853 -1.862
Br 0.128 2.040 -3.175
H -0.663 1.366 1.412
H 0.045 2.360 -0.418
H -1.542 -1.196 -0.172
H -1.871 -0.766 1.687
H 0.699 -0.635 2.009
H 1.717 -1.880 0.226
H 1.651 -0.282 -0.353
H 0.596 -1.383 -0.998
```

Summary:
spin multiplicity = 1
energy = -2823.9795 a.u.
ΔE to the lowest compared entry with this formula, charge and spin = 1.902 eV
charge = 0
E_LUMO = 0.82 eV